(1)
Formula: C12H40N3O6
Source: OMol25
Level of theory: wB97M-V/def2-TZVPD

Atoms and positions in Å:
1 O -19.44 14.48 25.44
2 H -20.22 13.93 25.23
3 H -19.50 15.22 24.81
4 H -18.54 13.98 25.29
5 O -18.41 13.71 22.31
6 H -19.25 13.24 22.18
7 H -18.55 14.64 22.52
8 H -17.83 13.28 23.05
9 O -17.23 13.28 24.60
10 H -16.78 12.54 24.99
11 C -15.26 13.50 21.28
12 C -14.65 12.26 21.94
13 C -13.54 12.57 22.93
14 O -13.00 11.34 23.36
15 C -11.83 11.43 24.10
16 N -15.75 11.50 22.57
17 H -14.48 14.05 20.76
18 H -15.74 14.13 22.04
19 H -15.96 13.27 20.48
20 H -14.30 11.63 21.13
21 H -13.83 13.21 23.77
22 H -12.74 13.13 22.43
23 H -12.08 11.83 25.09
24 H -11.07 12.03 23.59
25 H -11.47 10.41 24.28
26 H -15.23 10.80 23.10
27 H -16.11 12.13 23.28
28 C -15.79 17.28 23.13
29 C -14.91 16.52 24.12
30 C -13.83 17.36 24.75
31 O -12.88 16.53 25.40
32 C -11.78 17.26 25.89
33 N -15.71 15.94 25.20
34 H -16.35 16.68 22.40
35 H -15.12 17.91 22.54
36 H -16.39 18.05 23.61
37 H -14.36 15.76 23.55
38 H -14.19 18.11 25.48
39 H -13.26 17.96 24.04
40 H -11.14 16.58 26.46
41 H -12.12 18.00 26.63
42 H -11.18 17.66 25.07
43 H -15.25 15.47 25.96
44 H -16.25 15.19 24.79
45 C -17.98 11.46 29.40
46 C -17.85 12.44 28.23
47 C -16.68 13.43 28.20
48 O -15.47 12.65 28.22
49 C -14.30 13.36 27.86
50 N -17.87 11.66 26.99
51 H -18.66 10.63 29.23
52 H -18.45 11.98 30.24
53 H -17.00 11.17 29.79
54 H -18.74 13.08 28.25
55 H -16.77 14.19 28.98
56 H -16.59 14.06 27.31
57 H -13.38 12.90 28.21
58 H -14.38 14.29 28.43
59 H -14.18 13.62 26.81
60 H -17.07 11.02 27.03
61 H -17.60 12.20 26.16

- relative energy (zero: lowest compared OMol25 entry of this formula, charge and spin) (kJ/mol) = 467.6
- net charge = +1



(2)
Formula: C12H40N3O6
Source: OMol25
Level of theory: wB97M-V/def2-TZVPD

Atoms and positions in Å:
1 O 2.95 -0.77 -0.31
2 H 3.37 0.06 -0.53
3 H 2.93 -1.30 -1.11
4 H 2.03 -0.51 -0.18
5 O 1.27 -0.15 -2.32
6 H 1.97 0.49 -2.50
7 H 1.66 -1.00 -2.56
8 H 1.15 -0.13 -1.37
9 O 1.15 -0.02 -0.42
10 H 0.81 -0.36 0.43
11 C -0.49 3.00 -0.32
12 C -1.27 1.71 -0.52
13 C -1.19 1.23 -1.95
14 O -1.98 0.06 -2.25
15 C -3.36 0.41 -2.50
16 N -0.74 0.77 0.48
17 H -0.84 3.78 -1.00
18 H 0.58 2.91 -0.52
19 H -0.52 3.47 0.66
20 H -2.27 1.83 -0.10
21 H -0.15 1.10 -2.27
22 H -1.52 2.09 -2.54
23 H -4.07 0.35 -1.68
24 H -3.70 -0.44 -3.08
25 H -3.45 1.20 -3.24
26 H -1.33 -0.01 0.22
27 H 0.18 0.47 0.20
28 C 0.75 2.93 2.57
29 C 1.32 1.70 1.89
30 C 0.77 0.39 2.33
31 O 0.85 0.06 3.75
32 C 2.19 0.07 4.26
33 N 1.17 1.91 0.46
34 H 1.14 3.85 2.15
35 H 0.93 3.02 3.64
36 H -0.34 2.89 2.49
37 H 2.39 1.78 2.09
38 H 1.08 -0.50 1.79
39 H -0.32 0.39 2.29
40 H 2.57 1.07 4.07
41 H 2.87 -0.58 3.72
42 H 2.22 -0.15 5.33
43 H 0.19 2.02 0.22
44 H 1.36 1.04 -0.01
45 C 1.26 -3.08 -0.59
46 C -0.11 -2.48 -0.63
47 C -1.36 -3.48 -0.89
48 O -2.61 -2.87 -0.61
49 C -2.97 -1.67 -1.37
50 N -0.27 -1.99 0.71
51 H 1.08 -4.06 -0.16
52 H 1.97 -2.51 0.01
53 H 1.77 -3.15 -1.56
54 H -0.06 -1.69 -1.38
55 H -1.26 -4.45 -0.40
56 H -1.36 -3.73 -1.96
57 H -2.08 -1.26 -1.85
58 H -3.38 -0.97 -0.64
59 H -3.85 -1.75 -2.00
60 H 0.16 -1.08 0.67
61 H -1.26 -1.92 0.91

- relative energy (zero: lowest compared OMol25 entry of this formula, charge and spin) (kJ/mol) = 2498.1
- net charge = +1



(3)
Formula: C12H40NNbO5P
Source: OMol25
Level of theory: wB97M-V/def2-TZVPD

Atoms and positions in Å:
1 N 1.42 -1.54 -2.16
2 P 0.56 -0.93 -0.96
3 Nb -1.97 -1.84 -1.25
4 O -1.39 -3.23 -0.13
5 H 2.10 -2.21 -1.87
6 H 0.77 0.46 -0.80
7 H 1.06 -1.34 0.32
8 H -2.44 -0.55 0.01
9 H -2.09 -0.40 -2.33
10 H -1.71 -2.57 -2.93
11 H -3.77 -2.25 -1.34
12 H -0.50 -3.23 0.25
13 C 0.32 -8.29 -0.39
14 C 0.64 -6.97 -1.07
15 C -0.61 -6.22 -1.47
16 O 1.52 -7.18 -2.18
17 H -0.23 -8.93 -1.08
18 H 1.23 -8.80 -0.09
19 H -0.30 -8.13 0.50
20 H 1.23 -6.35 -0.39
21 H -1.19 -6.83 -2.18
22 H -0.38 -5.27 -1.94
23 H -1.24 -6.01 -0.61
24 H 1.03 -7.69 -2.83
25 C 6.22 -3.50 -1.63
26 C 5.22 -2.95 -0.64
27 C 5.52 -3.40 0.78
28 O 3.89 -3.29 -1.01
29 H 6.19 -4.60 -1.63
30 H 5.99 -3.15 -2.64
31 H 7.24 -3.20 -1.38
32 H 5.23 -1.86 -0.68
33 H 5.47 -4.49 0.85
34 H 4.79 -2.98 1.47
35 H 6.52 -3.09 1.10
36 H 3.79 -4.25 -1.01
37 C -2.55 4.54 0.04
38 C -3.53 3.39 0.17
39 C -4.45 3.58 1.37
40 O -2.87 2.14 0.23
41 H -1.91 4.60 0.92
42 H -1.91 4.40 -0.83
43 H -3.06 5.50 -0.06
44 H -4.14 3.32 -0.74
45 H -3.86 3.61 2.28
46 H -5.16 2.75 1.43
47 H -5.01 4.51 1.30
48 H -2.30 2.12 1.01
49 C -1.21 9.47 1.33
50 C -1.87 8.20 1.86
51 C -2.22 8.32 3.33
52 O -1.06 7.06 1.61
53 H -0.27 9.65 1.87
54 H -0.98 9.36 0.27
55 H -1.85 10.33 1.47
56 H -2.78 8.00 1.29
57 H -1.30 8.47 3.92
58 H -2.70 7.40 3.68
59 H -2.88 9.16 3.52
60 H -0.22 7.16 2.09

- net charge = -1



(4)
Formula: C12H41N10O7
Source: OMol25
Level of theory: wB97M-V/def2-TZVPD

Atoms and positions in Å:
1 O -0.62 -0.32 0.17
2 H -0.68 0.18 -0.72
3 H 0.09 0.07 0.78
4 H -0.54 -1.31 0.01
5 C 0.70 -3.43 -1.14
6 O 0.09 -2.79 -0.27
7 N 2.02 -3.78 -1.03
8 N 0.09 -3.77 -2.34
9 H 2.47 -4.35 -1.71
10 H 2.44 -3.53 -0.14
11 H 0.42 -4.52 -2.92
12 H -0.87 -3.52 -2.48
13 C -0.29 0.04 -3.60
14 O -0.35 -0.09 -2.38
15 N 0.46 1.02 -4.21
16 N -0.99 -0.76 -4.46
17 H 0.67 0.95 -5.18
18 H 0.99 1.67 -3.67
19 H -1.17 -0.57 -5.42
20 H -1.50 -1.53 -4.07
21 C -2.07 -1.98 2.26
22 O -2.94 -2.74 1.93
23 N -0.79 -2.41 2.56
24 N -2.32 -0.66 2.55
25 H -0.64 -3.39 2.35
26 H 0.00 -1.81 2.45
27 H -1.55 -0.04 2.85
28 H -3.26 -0.35 2.66
29 C -0.19 2.37 3.34
30 O -0.22 1.26 2.76
31 N 0.65 3.39 2.90
32 N -1.06 2.70 4.36
33 H 0.30 4.32 3.07
34 H 1.14 3.31 2.03
35 H -1.88 2.15 4.48
36 H -1.04 3.65 4.69
37 C 3.00 1.10 -0.34
38 C 2.75 -0.35 0.07
39 C 4.10 -1.04 0.22
40 O 3.94 -2.43 0.42
41 C 5.16 -3.10 0.67
42 N 1.94 -0.36 1.30
43 H 3.82 1.58 0.21
44 H 2.13 1.70 -0.08
45 H 3.23 1.15 -1.40
46 H 2.24 -0.83 -0.77
47 H 4.64 -0.56 1.05
48 H 4.66 -0.91 -0.71
49 H 4.96 -4.15 0.49
50 H 5.50 -3.02 1.70
51 H 6.01 -2.77 0.06
52 H 2.46 0.24 1.95
53 H 1.96 -1.30 1.69
54 C -4.25 1.29 -1.58
55 C -3.56 1.32 -0.24
56 C -2.63 2.49 -0.11
57 O -1.62 2.38 -1.10
58 C -0.76 3.50 -1.05
59 N -4.61 1.32 0.87
60 H -5.00 0.49 -1.64
61 H -3.58 1.31 -2.44
62 H -4.91 2.15 -1.72
63 H -3.09 0.37 0.01
64 H -2.18 2.50 0.90
65 H -3.12 3.47 -0.17
66 H 0.06 3.26 -1.73
67 H -0.37 3.62 -0.04
68 H -1.24 4.42 -1.40
69 H -5.22 0.52 0.75
70 H -4.01 1.19 1.68

- relative energy (zero: lowest compared OMol25 entry of this formula, charge and spin) (kJ/mol) = 0.0
- net charge = +1



Gap between HOMO and LUMO
In order: 6.82; 6.25; 5.64; 9.30
Unit: eV